Entry 1:
# AsF6H28O14

AsF6H28O14 as an isolated structure (ωB97M-V/def2-TZVPD, the Open Molecules 2025 dataset).

- total energy (Eh) = -3905.37840
- F_max (eV Å⁻¹) = 1.07
- molecular weight (g mol⁻¹) = 441.12
- Kohn-Sham gap (eV) = 10.425
- ΔE to the lowest compared entry with this formula, charge and spin (kJ/mol) = 80.7

The geometry in ORCA input format:
```
! wB97M-V def2-TZVPD RIJCOSX def2/J DEFGRID3
* xyz -1 1
As 0.230 0.315 -0.090
F 0.734 0.223 1.615
F 0.689 2.003 -0.121
F -0.177 0.454 -1.794
F -0.282 -1.344 -0.063
F -1.431 0.734 0.235
F 1.860 -0.170 -0.479
O -1.741 -0.115 -4.245
H -1.945 0.804 -4.461
H -0.894 -0.072 -3.782
O 1.505 3.900 -2.125
H 0.819 3.446 -1.610
H 2.054 3.188 -2.470
O -0.309 2.588 2.900
H -0.384 1.974 2.159
H 0.566 2.979 2.804
O 0.841 -4.239 1.199
H 1.403 -3.624 0.698
H -0.057 -4.036 0.911
O -0.662 4.481 -0.171
H -1.044 4.092 0.635
H -1.424 4.746 -0.693
O -0.912 -2.721 -2.625
H -0.862 -1.982 -2.006
H -1.846 -2.956 -2.646
O -3.803 -0.242 -2.106
H -4.301 -0.469 -2.898
H -3.034 0.242 -2.437
O 3.397 0.845 2.205
H 3.357 1.521 1.520
H 2.478 0.595 2.341
O 1.756 -1.243 4.115
H 1.494 -2.123 3.818
H 1.595 -0.677 3.354
O -3.834 -1.981 0.261
H -2.900 -1.876 0.491
H -3.893 -1.744 -0.678
O 2.526 -3.059 -1.002
H 3.443 -3.014 -0.700
H 2.173 -2.178 -0.819
O 5.234 -1.684 -0.831
H 5.927 -1.021 -0.753
H 4.414 -1.171 -0.831
O -2.654 3.283 1.158
H -3.298 3.230 1.872
H -2.939 2.621 0.514
O -1.584 -1.764 2.496
H -1.586 -0.952 3.015
H -0.697 -1.810 2.120
*
```


Entry 2:
# AsF6H28O14

AsF6H28O14 as an isolated structure (ωB97M-V/def2-TZVPD, the Open Molecules 2025 dataset).

- total energy (Eh) = -3905.38858
- F_max (eV Å⁻¹) = 1.90
- molecular weight (g mol⁻¹) = 441.12
- Kohn-Sham gap (eV) = 10.219
- ΔE to the lowest compared entry with this formula, charge and spin (kJ/mol) = 54.0

The geometry in ORCA input format:
```
! wB97M-V def2-TZVPD RIJCOSX def2/J DEFGRID3
* xyz -1 1
As 13.199 -8.413 18.915
F 14.458 -7.210 19.219
F 12.100 -7.094 18.616
F 11.879 -9.492 18.496
F 14.324 -9.721 19.244
F 12.727 -8.441 20.581
F 13.699 -8.296 17.235
O 10.831 -9.054 15.640
H 10.602 -9.571 16.419
H 11.175 -9.701 15.017
O 17.836 -10.891 20.389
H 16.885 -10.713 20.405
H 18.205 -10.302 21.056
O 11.504 -3.936 17.307
H 10.799 -3.352 17.604
H 11.340 -4.770 17.765
O 14.068 -10.579 21.951
H 14.209 -10.010 22.715
H 13.959 -9.959 21.205
O 9.289 -10.459 20.015
H 10.177 -10.788 20.287
H 8.674 -11.113 20.355
O 17.147 -9.181 18.066
H 17.854 -9.706 18.463
H 16.907 -8.545 18.754
O 11.409 -11.474 21.456
H 11.291 -11.355 22.402
H 12.368 -11.371 21.319
O 9.557 -7.523 20.045
H 9.348 -8.476 20.026
H 9.834 -7.319 19.145
O 14.021 -5.127 20.934
H 14.540 -4.371 20.640
H 14.068 -5.765 20.195
O 13.409 -10.077 14.537
H 13.875 -9.332 14.946
H 13.333 -9.841 13.607
O 12.235 -11.545 16.637
H 12.127 -10.902 17.354
H 12.754 -11.066 15.971
O 17.073 -6.459 19.563
H 17.141 -5.916 20.355
H 16.119 -6.507 19.382
O 15.937 -11.655 16.963
H 16.673 -11.050 17.113
H 15.353 -11.508 17.715
O 10.738 -7.708 22.655
H 9.919 -7.669 23.157
H 10.451 -7.687 21.717
*
```


Entry 3:
# AsF6H82O41

AsF6H82O41 as an isolated structure (ωB97M-V/def2-TZVPD, the Open Molecules 2025 dataset).

- total energy (Eh) = -5969.33991
- F_max (eV Å⁻¹) = 2.55
- molecular weight (g mol⁻¹) = 927.53
- Kohn-Sham gap (eV) = 8.134
- ΔE to the lowest compared entry with this formula, charge and spin (kJ/mol) = 54.7

The geometry in ORCA input format:
```
! wB97M-V def2-TZVPD RIJCOSX def2/J DEFGRID3
* xyz -1 1
As -0.054 -0.035 0.415
F -1.499 0.012 -0.718
F 1.082 -0.247 -0.937
F 1.325 0.029 1.546
F -1.190 0.023 1.788
F -0.090 -1.830 0.559
F 0.009 1.722 0.311
O -3.154 -2.585 4.682
H -3.273 -1.794 5.207
H -3.654 -3.258 5.144
O 1.760 2.697 -3.746
H 2.599 3.013 -3.409
H 1.705 3.059 -4.631
O -0.159 -6.639 -2.277
H 0.281 -6.142 -1.587
H -0.488 -5.972 -2.880
O 4.452 0.567 3.855
H 3.737 1.069 4.247
H 4.291 -0.335 4.131
O -5.177 -0.113 -1.147
H -4.633 0.586 -0.785
H -4.619 -0.539 -1.797
O 0.106 -3.891 -1.163
H 0.133 -3.422 -0.329
H -0.826 -4.015 -1.340
O -2.363 5.649 -1.622
H -1.668 5.010 -1.464
H -2.134 6.394 -1.066
O 6.393 -2.248 2.155
H 6.737 -1.911 1.328
H 5.473 -2.438 1.973
O 1.118 6.296 -1.126
H 0.359 6.767 -0.780
H 0.842 5.380 -1.146
O 1.307 0.136 -3.652
H 1.297 1.083 -3.795
H 1.194 0.035 -2.707
O 3.244 0.456 -5.829
H 2.543 0.552 -5.184
H 2.799 0.166 -6.626
O 3.328 -2.659 1.513
H 3.266 -3.579 1.768
H 2.480 -2.285 1.753
O -4.003 2.111 -0.290
H -3.352 2.391 0.353
H -4.742 2.704 -0.157
O 1.496 -4.116 5.633
H 2.359 -3.917 5.270
H 0.879 -3.795 4.976
O -2.644 -3.543 -1.275
H -2.735 -2.917 -0.556
H -3.133 -3.151 -1.998
O 5.889 2.285 0.118
H 6.804 2.060 0.287
H 5.429 1.446 0.135
O -3.555 -1.684 -3.050
H -4.354 -1.658 -3.577
H -2.903 -1.226 -3.580
O 2.366 -2.289 -4.822
H 2.166 -2.189 -5.753
H 1.947 -1.536 -4.406
O -1.443 -0.797 -4.786
H -0.584 -0.938 -4.387
H -1.406 0.097 -5.126
O 2.926 1.957 -0.461
H 2.010 2.231 -0.413
H 3.014 1.295 0.225
O -4.444 4.755 0.928
H -3.663 4.238 1.128
H -4.211 5.648 1.181
O -5.059 2.340 4.727
H -4.476 2.713 5.388
H -4.488 1.804 4.178
O 0.043 3.439 4.298
H -0.789 3.798 4.608
H 0.688 4.115 4.503
O 4.003 3.996 -2.057
H 3.658 3.334 -1.458
H 4.877 4.192 -1.720
O -3.606 3.566 -4.323
H -3.476 2.770 -3.808
H -3.657 4.267 -3.673
O -1.073 0.174 5.268
H -0.284 -0.041 5.765
H -0.886 -0.128 4.379
O 4.677 1.348 -2.840
H 5.404 1.715 -3.344
H 4.432 2.045 -2.231
O 0.758 -2.828 2.894
H 0.120 -3.541 2.868
H 0.466 -2.219 2.216
O 4.526 -1.089 -1.911
H 4.077 -0.980 -1.072
H 4.721 -0.196 -2.196
O 5.038 -2.445 -4.170
H 4.911 -1.882 -3.406
H 4.230 -2.351 -4.674
O -2.857 1.565 -2.789
H -2.126 0.983 -2.583
H -3.305 1.694 -1.953
O -5.357 -3.191 2.021
H -5.420 -2.255 1.831
H -4.641 -3.261 2.652
O -2.168 3.201 1.579
H -1.948 3.893 2.202
H -1.484 2.542 1.701
O -5.871 -0.238 1.697
H -5.745 -0.360 0.756
H -6.597 0.383 1.764
O 2.133 1.817 5.321
H 1.824 1.239 6.020
H 1.374 2.360 5.106
O -3.698 1.005 2.971
H -2.882 0.523 2.840
H -4.308 0.620 2.341
O 4.358 -0.300 1.093
H 4.317 0.076 1.972
H 3.991 -1.179 1.190
O 2.213 -4.505 -3.002
H 2.585 -3.758 -3.471
H 1.558 -4.121 -2.420
O -0.255 3.950 -1.481
H 0.094 3.538 -2.271
H -0.154 3.286 -0.799
O -1.102 -4.464 3.887
H -1.676 -5.229 3.898
H -1.695 -3.717 3.971
O -2.926 -6.105 0.220
H -3.371 -6.740 -0.341
H -2.688 -5.390 -0.370
*
```


Entry 4:
# B2Cd2H32O16P

B2Cd2H32O16P as an isolated structure (ωB97M-V/def2-TZVPD, the Open Molecules 2025 dataset).

- total energy (Eh) = -1949.26190
- F_max (eV Å⁻¹) = 9.18
- molecular weight (g mol⁻¹) = 565.66
- ⟨S²⟩ = 0.756
- Kohn-Sham gap (alpha / beta) (eV) = 9.579 / 4.368

The geometry in ORCA input format:
```
! wB97M-V def2-TZVPD RIJCOSX def2/J DEFGRID3
* xyz 0 2
Cd -19.961 -6.348 0.568
Cd -15.969 -8.588 -1.699
P -17.952 -7.488 -0.363
O -19.435 -7.745 -0.699
O -18.099 -6.520 0.849
O -17.139 -7.034 -1.584
O -17.050 -8.657 -0.090
B -14.840 -10.476 -1.469
H -15.835 -10.806 -1.723
H -14.176 -11.318 -1.348
H -14.555 -9.878 -2.321
H -14.849 -9.850 -0.590
B -19.956 -4.480 -0.790
H -19.332 -4.557 0.087
H -20.462 -5.426 -0.898
H -20.683 -3.706 -0.602
H -19.426 -4.273 -1.707
O -16.758 -8.547 2.413
H -16.949 -8.430 1.482
H -15.820 -8.372 2.490
O -17.654 -10.977 1.046
H -17.350 -10.187 0.598
H -17.136 -11.010 1.850
O -21.519 -8.429 -2.375
H -21.783 -9.012 -1.662
H -20.679 -8.069 -2.092
O -14.301 -7.472 -0.871
H -13.510 -7.681 -0.375
H -14.443 -6.539 -0.715
O -15.640 -5.544 0.852
H -15.196 -6.214 1.372
H -16.561 -5.804 0.862
O -17.331 -9.464 -3.033
H -17.266 -9.582 -3.981
H -18.030 -10.060 -2.765
O -15.896 -4.806 -2.067
H -16.364 -5.619 -1.875
H -16.119 -4.224 -1.340
O -20.174 -7.648 2.241
H -19.903 -7.813 3.144
H -20.336 -8.518 1.877
O -22.033 -6.613 0.240
H -22.687 -6.038 -0.158
H -22.276 -7.492 -0.053
O -19.522 -10.373 -1.103
H -19.377 -9.465 -0.836
H -19.916 -10.307 -1.973
O -17.508 -5.131 3.040
H -17.887 -5.783 2.450
H -16.659 -4.921 2.651
O -19.052 -6.568 -3.519
H -18.371 -6.951 -2.966
H -19.748 -6.325 -2.909
*
```